{"formula": "C9H12NO2", "method": "wB97M-V/def2-TZVPD", "de_lowest_kcal_mol": 91.1, "smiles": "CC(C)(C=O)O[n+]1ccccc1", "orbital_gap_ev": 9.44, "charge": 1, "spin_multiplicity": 1, "species": ["C", "C", "C", "C", "C", "C", "C", "C", "C", "N", "O", "O", "H", "H", "H", "H", "H", "H", "H", "H", "H", "H", "H", "H"], "coordinates": [[-2.7670, -0.3743, 1.9012], [-2.9272, -0.0611, 0.5998], [-1.6388, -0.9548, 2.4044], [-1.9134, -0.3132, -0.2728], [-0.5615, -1.1937, 1.4438], [1.5216, 0.9818, 0.6022], [2.6166, -0.4316, -1.2042], [1.0354, 1.3318, -1.9503], [1.3954, 0.4004, -0.8015], [-0.7276, -0.6811, 0.1791], [1.3069, 0.4562, 1.6362], [0.2709, -0.8587, -0.5918], [-3.5285, -0.1579, 2.5553], [-3.7220, 0.4217, 0.1016], [-1.5442, -1.2831, 3.4267], [-2.0690, -0.0722, -1.2661], [0.3023, -1.7372, 1.6821], [1.7902, 2.0786, 0.5953], [3.1846, 0.1615, -1.9323], [3.0680, -0.7157, -0.2573], [2.2979, -1.4389, -1.6368], [0.5539, 0.5729, -2.7335], [0.2223, 2.1045, -1.9387], [1.8333, 1.7641, -2.5423]], "forces_ev_per_angstrom": [[0.25, 0.04, 0.99], [0.76, -0.15, -1.72], [2.88, -1.15, -2.64], [-0.29, 1.01, 1.15], [-4.13, 1.75, 1.59], [0.22, 2.68, -1.54], [-1.19, -1.13, 0.25], [-3.27, -1.66, -2.36], [-0.72, -1.22, -0.07], [-1.22, -1.81, 3.76], [-0.02, -1.15, 1.10], [4.16, 0.89, -3.59], [-1.77, 0.45, 1.52], [-1.39, 0.22, 0.34], [0.08, 0.00, 0.00], [0.49, 0.28, -1.99], [1.12, -0.27, -0.07], [0.11, -0.57, -0.19], [0.33, -0.57, 0.58], [0.95, 0.13, -0.30], [0.20, 1.56, 0.17], [1.09, 1.36, 1.39], [0.76, -0.60, 1.04], [0.61, -0.07, 0.57]], "nbo_charge": [-0.1209, -0.2185, -0.2038, 0.0607, 0.1273, 0.4101, -0.6484, -0.7063, 0.2152, 0.0220, -0.4839, -0.3778, 0.2386, 0.2533, 0.2615, 0.2404, 0.2569, 0.1393, 0.2490, 0.2384, 0.2706, 0.2593, 0.2504, 0.2669]}